(1)
C54H67F6N17O24S6 | ωB97M-V with the def2-TZVPD basis set

Results
**Orbital gap**: 4.8 eV
**HOMO level**: -10.93 eV

Geometry as ORCA input:
```
! RIJCOSX wB97M-V def2-TZVPD def2/J DEFGRID3
* xyz 2 1
S -14.8487 -8.2959 21.7441
S -13.7160 -9.8880 16.3200
S -13.9523 -7.4544 16.2907
S -3.5505 -11.0575 14.2510
S -14.8218 -6.1596 22.8975
S -3.6910 -12.5077 12.3533
F -14.7523 -4.6164 22.3751
F -2.8604 -13.5821 11.5134
F -13.4140 -6.2764 15.3457
F -14.4688 -8.7699 20.2354
F -12.7835 -11.0283 15.6788
F -2.7851 -11.1657 15.6613
O -11.7917 -13.6662 16.1806
O -5.2760 -10.8882 18.7669
O -13.6539 -14.7030 16.5866
O -3.7513 -11.4824 11.3330
O -7.4138 -15.2557 15.1250
O -5.0633 -8.9517 19.7594
O -5.5184 -10.7320 20.9625
O -4.9011 -11.3334 14.6596
O -15.3508 -7.4558 15.9416
O -14.9781 -10.3998 15.8439
O -13.4497 -6.9585 17.5416
O -16.0957 -8.9981 21.9162
O -3.2785 -9.7245 13.8419
O -13.6240 -6.2201 23.6827
O -4.9130 -13.2588 12.5874
O -9.0526 -8.3171 23.8034
O -8.5896 -16.3772 13.7127
O -16.1162 -6.0646 23.5138
O -10.5568 -8.4779 22.2205
O -13.6929 -8.7745 22.4717
O -12.9132 -13.2570 18.0022
O -8.9600 -7.0439 22.0302
O -6.9499 -17.3376 14.7666
O -13.3973 -10.0301 17.7022
N -5.2509 -10.1914 19.8343
N -2.7511 -16.3756 12.3362
N -8.5514 -13.9388 12.3554
N -8.9728 -7.6687 15.4524
N -2.6866 -12.2746 13.4809
N -16.2147 -11.9616 20.9827
N -12.8160 -13.8368 16.8793
N -12.2741 -4.4551 20.9410
N -14.8368 -6.8000 21.3804
N -13.0428 -8.6902 15.6080
N -10.4340 -9.7509 18.9571
N -4.8048 -14.3013 18.6443
N -9.3580 -11.3407 17.9185
N -7.6576 -16.3430 14.5516
N -9.3958 -11.6521 22.4547
N -9.5281 -7.9400 22.7248
N -8.7337 -1.5873 26.3218
C -15.8140 -12.2612 22.2405
C -8.9148 -3.3540 24.7244
C -3.8512 -15.0918 16.1458
C -2.0558 -15.8290 14.4823
C -11.7582 -2.6566 22.3992
C -5.3928 -13.7827 19.8973
C -3.3890 -15.5834 14.8556
C -8.9212 -10.1811 14.3041
C -4.0496 -16.2990 12.6504
C -11.4755 -5.2457 21.6685
C -7.6806 -12.6658 16.5840
C -10.6848 -1.7789 25.0316
C -8.2344 -2.6827 25.7373
C -10.1228 -9.4669 14.4394
C -13.5432 -12.1231 21.5714
C -13.9635 -11.8682 20.2786
C -9.0668 -12.5891 17.1922
C -10.1219 -8.2415 15.0582
C -10.5236 -10.6828 18.0052
C -9.0789 -6.3634 16.1538
C -7.7429 -12.9072 12.0335
C -9.7085 -12.5517 13.8996
C -12.1227 -12.0185 21.8974
C -7.8133 -11.7265 12.7273
C -12.9371 -4.9472 19.7290
C -7.7493 -9.5060 14.6439
C -4.3938 -15.9109 13.9251
C -8.5329 -15.1376 11.5105
C -5.3887 -15.2867 17.9585
C -3.2767 -14.0206 16.8470
C -8.8368 -11.4895 13.6364
C -9.9411 -1.1066 25.9530
C -1.7440 -16.2220 13.1982
C -12.3976 -3.1600 21.2879
C -7.9492 -1.0134 27.4448
C -4.9198 -15.7042 16.7532
C -11.1292 -12.5454 21.0708
C -9.5683 -13.7814 13.2322
C -11.4995 -8.8833 19.3473
C -8.5279 -10.7760 18.8602
C -7.7734 -8.2772 15.2752
C -7.9749 -11.5791 22.9223
C -10.1603 -2.8799 24.3308
C -2.3927 -16.8265 10.9606
C -9.1573 -9.7065 19.4015
C -11.6765 -11.2188 22.9631
C -10.3392 -11.1626 23.2984
C -9.8018 -12.2293 21.3259
C -15.3235 -11.7385 19.9980
C -17.6469 -11.7545 20.6994
C -10.9146 -4.7926 22.8453
C -3.7605 -13.6418 18.0800
C -14.4902 -12.3275 22.5824
C -10.9186 -3.4537 23.1761
H -18.2133 -12.5237 21.2193
H -8.8548 -8.9921 20.1555
H -11.1220 -8.0355 19.9156
H -9.8431 -12.8864 16.4859
H -5.3994 -15.6911 14.2642
H -11.0010 -7.6369 15.2179
H -7.6000 -12.6008 22.9232
H -8.0393 -1.6794 28.2975
H -11.2649 -6.2541 21.3333
H -4.7585 -13.0180 20.3529
H -9.9866 -10.6693 24.1903
H -2.4560 -13.5163 16.3551
H -3.1798 -16.4901 10.2914
H -12.3984 -10.7716 23.6330
H -1.4649 -16.3307 10.6934
H -16.6090 -12.2792 22.9719
H -8.7584 -5.6221 15.4216
H -4.7564 -16.4264 11.8465
H -9.2151 -13.3945 17.9193
H -11.0585 -9.8043 14.0122
H -7.4737 -15.3802 11.4179
H -1.2739 -15.7457 15.2250
H -3.3810 -12.7812 18.6136
H -8.4534 -4.2404 24.3110
H -17.7499 -11.9584 19.6360
H -12.6574 -4.4083 18.8289
H -5.2509 -16.5986 16.2362
H -6.7773 -9.9853 14.5911
H -9.0234 -14.9275 10.5647
H -7.9292 -11.1608 23.9197
H -10.0563 -6.1788 16.5825
H -7.2735 -3.0439 26.0745
H -8.9509 -15.9673 12.0786
H -6.8817 -7.7435 15.5688
H -6.9395 -0.8488 27.0780
H -7.1005 -13.0521 11.1790
H -7.3970 -13.6979 16.3905
H -14.0070 -5.0154 19.9186
H -6.8586 -12.2439 17.1692
H -12.6604 -5.9910 19.5912
H -10.1369 -14.6701 13.4697
H -11.4081 -10.9168 17.4264
H -10.3344 -0.2627 26.5005
H -13.3496 -11.6996 19.3990
H -17.9571 -10.7465 20.9604
H -14.1917 -12.5410 23.5974
H -11.7123 -1.4761 24.8843
H -8.3039 -6.3248 16.9191
H -2.3332 -17.9119 10.9569
H -6.2084 -15.7558 18.4859
H -5.5664 -14.6487 20.5353
H -9.0451 -12.5928 20.6439
H -7.5082 -11.0967 19.0286
H -6.3475 -13.3455 19.6081
H -11.3558 -13.1475 20.1994
H -7.4411 -10.9873 22.1772
H -13.0463 -2.5802 20.6479
H -15.7375 -11.6259 19.0064
H -7.6939 -12.1222 15.6391
H -12.2578 -9.4367 19.8888
H -11.8676 -1.5989 22.5968
H -11.9099 -8.3940 18.4668
H -10.2749 -5.5275 23.3208
H -10.4483 -12.4429 14.6872
H -8.3324 -0.0283 27.7023
H -0.7423 -16.4439 12.8667
H -6.9996 -11.0256 12.5928
*
```

***

(2)
C38H36F5N3O2P2RhSTe | ωB97M-V with the def2-TZVPD basis set

Results
**Orbital gap (alpha / beta)**: 6.3 / 5.8 eV
**HOMO level (alpha / beta)**: -9.72 / -10.43 eV

Geometry as ORCA input:
```
! RIJCOSX wB97M-V def2-TZVPD def2/J DEFGRID3
* xyz 1 5
Te 1.3706 0.9534 3.5707
Rh -0.0104 1.6877 0.5319
S 0.0507 4.4477 1.7652
P -0.1642 -3.0711 1.3142
P 0.7930 -0.4467 -0.3624
F 2.1915 2.5577 3.9480
F 0.9884 -0.7563 3.0235
F 2.9746 0.2223 4.1302
F 2.2841 1.0361 1.9202
F 0.8106 0.5365 5.2597
O 1.6915 2.7355 -0.1960
O -0.1798 1.6541 2.9704
N -1.8992 1.2576 1.0016
N -1.2871 4.3448 2.7157
N 2.2226 4.9023 -0.0791
C -0.0952 -5.8206 1.5332
C -1.4873 -3.4135 0.0930
C -1.2866 -4.1175 -1.0976
C 0.9548 5.3113 -0.6757
C -2.3691 -0.7000 -2.9718
C -1.5886 -0.4603 -1.8477
C -2.7039 5.6883 0.2526
C 2.5148 3.6179 0.1257
C -2.9017 0.5381 1.5692
C 3.6008 -0.4421 -0.4850
C -3.2003 4.5579 1.1127
C 1.1055 -2.0958 0.3497
C 2.6250 -6.1329 1.1117
C 0.6834 -4.6948 1.2577
C 1.8397 -7.2422 1.3703
C -2.7835 -3.0449 0.4450
C -3.6452 -4.0422 -1.5681
C -2.3548 -4.4316 -1.9207
C -4.3441 2.3015 0.7741
C -0.4548 -1.6214 -4.0944
C 2.4146 -0.0472 -1.0950
C 0.3233 -1.3893 -2.9703
C 0.4751 -7.0822 1.5829
C -3.1950 3.1804 0.3051
C -1.4231 5.8591 -0.1804
C 2.4718 0.7504 -2.2409
C -3.8618 -3.3472 -0.3874
C -0.2566 5.2146 0.2291
C 3.8378 3.2836 0.7367
C -2.5240 4.3965 2.4583
C -0.2334 -0.7899 -1.8376
C 2.0513 -4.8636 1.0611
C -1.9543 2.3578 0.4263
C 3.6924 1.1161 -2.7848
C 4.8257 -0.0776 -1.0323
C -4.1900 1.1054 1.3972
C -1.7991 -1.2669 -4.1012
C 4.8745 0.6996 -2.1806
H 1.4574 -2.6727 -0.5103
H 5.7422 -0.4046 -0.5557
H -3.1788 4.2582 3.3232
H -2.6743 -0.3795 2.0895
H 2.6948 -4.0112 0.8727
H -3.3385 3.4824 -0.7336
H 3.7230 1.7196 -3.6847
H -0.0078 -2.0737 -4.9715
H -5.0506 0.5639 1.7703
H 2.2874 -8.2274 1.4179
H 2.8921 5.6021 0.1971
H 3.8029 3.5209 1.8048
H -1.2879 6.5753 -0.9910
H -0.1453 -7.9447 1.7955
H -5.3397 2.7179 0.6453
H 1.0564 6.3324 -1.0330
H -2.1882 -4.9908 -2.8351
H 1.5557 1.0846 -2.7157
H -3.4671 6.3425 -0.1568
H -2.9463 -2.5545 1.4010
H 0.7966 4.6760 -1.5460
H -4.8695 -3.0656 -0.0991
H -3.4237 -0.4514 -2.9581
H 5.8310 0.9842 -2.6040
H 1.3715 -1.6664 -2.9826
H 3.5907 -1.0162 0.4334
H 4.0240 2.2199 0.6307
H -2.0493 -0.0267 -0.9734
H -4.4820 -4.3003 -2.2077
H -4.2562 4.7342 1.3131
H -2.4017 -1.4427 -4.9857
H 3.6903 -6.2480 0.9492
H -0.2865 -4.4444 -1.3684
H 4.6391 3.8597 0.2713
H -1.1612 -5.7071 1.7086
H 1.9240 -1.9624 1.0550
*
```

***

(3)
C23H21MnN4O5S5 | ωB97M-V with the def2-TZVPD basis set

Results
**Orbital gap (alpha / beta)**: 5.6 / 5.7 eV
**HOMO level (alpha / beta)**: -3.47 / -3.59 eV

Geometry as ORCA input:
```
! RIJCOSX wB97M-V def2-TZVPD def2/J DEFGRID3
* xyz -1 6
Mn -0.0060 -1.7771 0.4132
S 0.5363 -0.4686 5.1242
S 1.0491 3.5199 -2.4050
S -0.0304 -3.3386 5.2139
S 0.1711 -3.6598 2.2421
S 0.8819 -0.4260 2.1404
O 0.0172 -1.7893 7.3387
O 2.2955 3.7989 -3.0717
O 0.0793 0.1058 -1.1818
O 0.0193 4.5208 -2.4978
O 1.5319 -1.5396 -1.1915
N -2.6053 -1.7547 -1.6137
N -2.1251 -1.0475 0.5931
N -0.9998 -3.2579 -0.7295
N 0.4086 2.1165 -3.0524
C -1.6101 -3.3623 -3.0545
C 2.6330 3.1823 -0.1824
C 2.1065 0.3942 -2.4641
C 0.5364 -1.3162 3.5757
C -0.0765 -4.9543 -2.1572
C 1.3431 3.2042 -0.6727
C -2.3663 -0.1583 1.5696
C 0.4697 2.7880 1.5082
C -3.5542 0.2706 -0.8203
C -1.7127 -2.7980 -1.7826
C -0.2229 -4.3454 -0.9360
C 1.9952 2.5295 3.4854
C 2.8347 2.9608 1.1683
C -2.7369 -0.8453 -0.5902
C 0.2514 -2.6453 3.6166
C -3.7583 1.1876 0.1842
C 0.1543 -1.8547 6.1479
C -0.7849 -4.4529 -3.2521
C -3.1597 0.9568 1.4237
C 1.1689 -0.3979 -1.5529
C 0.2587 2.9995 0.1582
C 1.3710 1.1637 -3.5634
C 1.7602 2.7701 2.0303
H -0.7371 3.0112 -0.2576
H 3.4598 3.3359 -0.8623
H -4.0137 0.3956 -1.7890
H -3.0655 -1.4761 -2.4704
H 3.8424 2.9428 1.5587
H 2.6459 1.1082 -1.8359
H 0.2751 -4.7451 -0.0582
H 2.0918 1.7264 -4.1619
H -0.6936 -4.9062 -4.2261
H 0.8281 0.4654 -4.2109
H 2.9027 3.0270 3.8210
H -2.1935 -2.9492 -3.8662
H 1.1454 2.8630 4.0746
H -0.1520 1.6514 -2.3380
H 2.8281 -0.3039 -2.8917
H -1.9014 -0.3807 2.5242
H -4.3771 2.0565 0.0219
H -0.3720 2.6193 2.1630
H 0.5656 -5.8143 -2.2549
H -3.3118 1.6346 2.2487
H 2.1084 1.4582 3.6488
*
```

***

(4)
C3H2OS2 | ωB97M-V with the def2-TZVPD basis set

Results
**SMILES string**: OC#CSC=S
**Orbital gap**: 8.3 eV
**HOMO level**: -8.83 eV

Geometry as ORCA input:
```
! RIJCOSX wB97M-V def2-TZVPD def2/J DEFGRID3
* xyz 0 1
S -0.1643 -1.5959 1.3622
S 1.2778 0.8590 1.0422
O -1.4180 2.0206 -1.9848
C -0.7316 1.5241 -0.9241
C 0.1629 1.1798 -0.1893
C 1.1596 -0.7247 1.5107
H 2.0955 -1.0371 1.8170
H -2.2815 1.5677 -1.8202
*
```